# 1
Formula: C35H41N5O2ReS
Source: the OMol25 dataset
Level of theory: ωB97M-V/def2-TZVPD

Geometry as ORCA input:
```
! wB97M-V def2-TZVPD RIJCOSX def2/J DEFGRID3
* xyz 2 4
Re 0.18 0.34 -0.06
C -2.24 -2.51 2.18
C -0.81 -2.16 2.63
N -0.38 -0.79 2.28
C -1.12 0.27 2.97
C -2.40 0.76 2.27
S -2.47 0.58 0.46
C -3.78 -0.68 0.20
C -3.40 -2.14 -0.02
N -2.27 -2.56 0.75
H -2.94 -1.76 2.56
H -2.51 -3.46 2.65
H -0.12 -2.87 2.17
H -0.75 -2.28 3.72
H 0.60 -0.71 2.55
H -0.45 1.11 3.09
H -1.41 -0.07 3.98
H -2.50 1.83 2.45
H -3.30 0.28 2.66
H -4.32 -0.32 -0.68
H -4.44 -0.56 1.06
H -3.14 -2.30 -1.07
H -4.31 -2.73 0.18
H -1.79 -3.36 0.39
C 1.24 6.96 -0.09
C 0.83 6.35 -1.40
C 0.19 7.11 -2.37
C -0.17 6.56 -3.59
C 0.12 5.23 -3.87
C 0.77 4.46 -2.92
C 1.09 5.01 -1.68
N 1.84 4.23 -0.74
C 1.75 2.91 -0.48
N 2.92 2.28 -0.40
C 3.22 0.95 -0.05
C 2.22 0.01 0.22
C 2.63 -1.27 0.61
C 3.96 -1.61 0.68
C 4.93 -0.67 0.35
C 4.59 0.62 -0.02
C 5.64 1.62 -0.41
N 0.57 2.26 -0.24
C -0.61 3.10 -0.06
C -1.59 3.13 -1.05
C -2.70 3.94 -0.90
C -2.83 4.71 0.24
C -1.87 4.65 1.24
C -0.75 3.84 1.11
C 0.25 3.76 2.23
H 0.86 7.97 0.00
H 2.33 7.02 0.00
H 0.86 6.38 0.76
H 0.00 8.16 -2.18
H -0.66 7.17 -4.33
H -0.13 4.81 -4.83
H 1.06 3.44 -3.14
H 2.72 4.66 -0.49
H 3.73 2.83 -0.63
H 1.89 -2.03 0.84
H 4.26 -2.61 0.97
H 5.98 -0.95 0.39
H 6.62 1.14 -0.43
H 5.71 2.44 0.31
H 5.46 2.03 -1.40
H -1.47 2.51 -1.93
H -3.45 3.96 -1.68
H -3.69 5.36 0.36
H -1.99 5.24 2.14
H -0.26 3.78 3.20
H 0.94 4.61 2.22
H 0.86 2.85 2.18
O 0.28 -3.46 -1.16
C 0.09 -2.34 -1.57
O -0.22 -1.36 -0.71
C 0.13 -1.99 -3.01
C 0.32 -3.02 -3.93
C 0.27 -2.75 -5.29
C 0.03 -1.46 -5.74
C -0.14 -0.42 -4.83
C -0.10 -0.69 -3.47
H 0.51 -4.02 -3.56
H 0.43 -3.55 -6.00
H -0.03 -1.26 -6.80
H -0.32 0.58 -5.19
H -0.24 0.12 -2.76
*
```

HOMO level (spin up / spin down), hartree: -0.492 / -0.492
Gap between HOMO and LUMO (spin up / spin down), eV: 5.973 / 6.087
Max |F|, eV/Å: 2.1
Energy relative to the best compared isomer or geometry (same formula, charge and spin), kJ/mol: 76.06
E_LUMO (spin up / spin down), Eh: -0.2727 / -0.2685
Energy, eV: -61457.3196

These are the Löwdin partial charges, in e, on atoms 1 to 5:
1 Re 1.628
2 C -0.189
3 C -0.152
4 N -0.117
5 C -0.241

# 2
Formula: C22H42FeNP3S2
Source: the OMol25 dataset
Level of theory: ωB97M-V/def2-TZVPD

Geometry as ORCA input:
```
! wB97M-V def2-TZVPD RIJCOSX def2/J DEFGRID3
* xyz 3 6
Fe -0.53 0.10 0.15
P -2.40 0.75 -0.60
P -0.30 1.69 1.60
P -1.45 -1.37 1.87
H 2.98 -5.17 -2.77
C 2.04 -5.42 -2.25
C 0.88 -5.43 -2.94
H 0.56 -4.69 -3.68
C -2.06 1.92 -1.98
C -3.52 1.75 0.46
C -3.60 -0.40 -1.35
C 1.40 1.62 2.26
C -0.49 3.42 1.01
C -1.32 1.81 3.13
C -1.57 -3.20 1.74
C -3.19 -1.12 2.48
C -0.18 -1.35 3.24
H 2.14 -5.80 -1.23
H 0.25 -6.34 -2.90
H -1.29 1.48 -2.62
H -1.68 2.88 -1.62
H -2.98 2.07 -2.54
H -3.09 2.72 0.72
H -3.75 1.24 1.40
H -4.46 1.93 -0.06
H -3.12 -0.96 -2.15
H -4.44 0.17 -1.75
H -3.97 -1.11 -0.61
H 1.45 2.19 3.19
H 2.09 2.09 1.54
H 1.73 0.58 2.42
H -0.92 4.03 1.82
H -1.17 3.46 0.15
H 0.47 3.84 0.73
H -0.87 2.57 3.78
H -1.37 0.89 3.71
H -2.35 2.12 2.91
H -1.87 -3.60 2.72
H -0.60 -3.62 1.45
H -2.33 -3.49 1.00
H -3.49 -1.92 3.17
H -3.87 -1.17 1.62
H -3.33 -0.16 2.99
H -0.40 -2.13 3.97
H -0.09 -0.37 3.74
H 0.79 -1.58 2.77
C 1.21 -2.31 -1.56
C 1.94 -2.31 -0.36
C 3.33 -2.56 -0.36
C 4.05 -2.57 -1.55
C 3.33 -2.32 -2.73
C 1.93 -2.37 -2.78
S -0.61 -2.20 -1.50
H -1.26 -3.37 -1.38
H 1.44 -2.13 0.58
H 3.84 -2.80 0.56
H 5.14 -2.78 -1.60
H 3.91 -2.19 -3.65
H 1.46 -2.60 -3.71
S 1.18 0.90 -1.25
C 1.68 2.55 -1.21
N 2.75 2.86 -0.39
C 3.09 4.15 -0.08
C 2.51 5.17 -0.79
C 1.58 4.89 -1.79
C 1.20 3.57 -2.04
H 3.23 2.09 0.06
H 3.85 4.27 0.71
H 2.86 6.19 -0.63
H 1.15 5.69 -2.38
H 0.54 3.28 -2.85
*
```

HOMO level (spin up / spin down), hartree: -0.550 / -0.550
Gap between HOMO and LUMO (spin up / spin down), eV: 5.761 / 3.865
Max |F|, eV/Å: 6.3
Energy relative to the best compared isomer or geometry (same formula, charge and spin), kJ/mol: 91.23
E_LUMO (spin up / spin down), Eh: -0.3382 / -0.4077
Energy, eV: -108880.5877

These are the Löwdin partial charges, in e, on atoms 1 to 5:
1 Fe 0.103
2 P 0.688
3 P 0.730
4 P 0.790
5 H 0.074

# 3
Formula: C2HN2OP
Source: the OMol25 dataset
Level of theory: ωB97M-V/def2-TZVPD

Geometry as ORCA input:
```
! wB97M-V def2-TZVPD RIJCOSX def2/J DEFGRID3
* xyz 0 1
N -1.08 -1.90 -0.77
C -0.97 -0.83 -0.33
P -0.31 0.22 0.87
O 1.32 -0.48 0.47
C -0.27 1.65 -0.30
N -0.27 2.45 -1.09
H 1.59 -1.11 1.15
*
```

HOMO level, hartree: -0.425
Gap between HOMO and LUMO, eV: 10.599
Max |F|, eV/Å: 3.8
Structure (SMILES): N#CP(O)C#N
Energy relative to the best compared isomer or geometry (same formula, charge and spin), kJ/mol: 63.04
E_LUMO, Eh: -0.0354
Energy, eV: -16404.8508

These are the Löwdin partial charges, in e, on atoms 1 to 5:
1 N 0.130
2 C -0.467
3 P 0.936
4 O -0.326
5 C -0.408

# 4
Formula: C6H9N
Source: the OMol25 dataset
Level of theory: ωB97M-V/def2-TZVPD

Geometry as ORCA input:
```
! wB97M-V def2-TZVPD RIJCOSX def2/J DEFGRID3
* xyz 0 1
C 1.57 -0.64 0.94
C 0.45 -0.20 0.02
C 0.51 0.83 -1.10
C -0.28 1.10 0.14
C -1.62 0.32 0.17
N -1.83 -0.58 -0.95
C -0.90 -0.97 0.08
H 1.37 -0.29 1.96
H 2.55 -0.24 0.64
H 1.66 -1.73 0.99
H 1.48 1.32 -1.20
H -0.01 0.82 -2.06
H -0.04 1.90 0.83
H -2.48 0.60 0.78
H -1.36 -0.30 -1.80
H -1.04 -1.92 0.59
*
```

HOMO level, hartree: -0.314
Gap between HOMO and LUMO, eV: 9.629
Max |F|, eV/Å: 0.6
Structure (SMILES): C[C@]12C[C@H]1[C@H]1N[C@H]12
Energy relative to the best compared isomer or geometry (same formula, charge and spin), kJ/mol: 350.43
E_LUMO, Eh: 0.0404
Energy, eV: -7854.5277

These are the Löwdin partial charges, in e, on atoms 1 to 5:
1 C -0.030
2 C -0.356
3 C -0.047
4 C -0.158
5 C -0.188

# 5
Formula: C7H13NO
Source: the OMol25 dataset
Level of theory: ωB97M-V/def2-TZVPD

Geometry as ORCA input:
```
! wB97M-V def2-TZVPD RIJCOSX def2/J DEFGRID3
* xyz 0 1
C -2.39 -1.45 -0.67
C -1.15 -0.61 -0.83
O -0.20 -0.98 -1.49
C -1.17 0.72 -0.10
C -0.54 0.49 1.28
C -0.41 1.79 -0.87
H -2.71 -1.47 0.37
H -2.22 -2.46 -1.03
H -3.19 -1.00 -1.26
H -2.21 1.03 0.03
H -1.09 -0.26 1.85
H -0.55 1.43 1.84
H 0.49 0.16 1.17
H -0.85 1.94 -1.86
H -0.44 2.73 -0.33
H 0.63 1.50 -1.00
C 3.42 -0.66 1.36
C 2.94 -0.53 0.17
N 2.63 -0.32 -0.98
H 3.24 0.08 2.12
H 4.03 -1.50 1.63
H 1.75 -0.63 -1.39
*
```

HOMO level, hartree: -0.316
Gap between HOMO and LUMO, eV: 9.452
Max |F|, eV/Å: 0.9
Structure (SMILES): CC(=O)C(C)C.C=C=N
Energy relative to the best compared isomer or geometry (same formula, charge and spin), kJ/mol: 146.64
E_LUMO, Eh: 0.0313
Energy, eV: -11006.2331

These are the Löwdin partial charges, in e, on atoms 1 to 5:
1 C -0.002
2 C -0.427
3 O 0.073
4 C -0.365
5 C -0.044

# 6
Formula: C5H7N3O2
Source: the OMol25 dataset
Level of theory: ωB97M-V/def2-TZVPD

Geometry as ORCA input:
```
! wB97M-V def2-TZVPD RIJCOSX def2/J DEFGRID3
* xyz 0 3
C -0.73 -1.21 1.13
C 0.01 -0.08 1.14
C -1.20 -1.77 -0.07
C -0.40 0.03 -1.36
C 0.21 0.57 -0.11
N -1.07 -1.16 -1.19
N 1.09 1.63 -0.06
N 2.04 -0.86 -0.16
O 1.89 -2.03 0.10
O 3.08 -0.30 -0.25
H -0.81 -1.84 1.99
H 0.27 0.33 2.07
H -1.49 -2.83 -0.10
H -1.09 0.80 -1.65
H 0.28 -0.25 -2.23
H 1.99 1.40 0.45
H 1.25 2.10 -0.94
*
```

HOMO level (spin up / spin down), hartree: -0.242 / -0.334
Gap between HOMO and LUMO (spin up / spin down), eV: 6.745 / 6.719
Max |F|, eV/Å: 4.4
Energy relative to the best compared isomer or geometry (same formula, charge and spin), kJ/mol: 330.51
E_LUMO (spin up / spin down), Eh: 0.0056 / -0.0873
Energy, eV: -13857.1346

These are the Löwdin partial charges, in e, on atoms 1 to 5:
1 C -0.099
2 C -0.072
3 C -0.177
4 C -0.215
5 C -0.321

# 7
Formula: C15H31N3OPS
Source: the OMol25 dataset
Level of theory: ωB97M-V/def2-TZVPD

Geometry as ORCA input:
```
! wB97M-V def2-TZVPD RIJCOSX def2/J DEFGRID3
* xyz 1 1
C -2.18 -4.50 -1.48
C -2.56 -3.84 -2.85
C -1.66 -4.26 -4.08
C -0.15 -4.55 -3.76
C 0.75 -3.25 -3.68
C 0.99 -2.75 -2.21
C 1.35 -1.22 -2.10
C 0.14 -0.29 -2.11
C -0.84 -0.16 -3.19
N -1.92 0.58 -3.30
N -2.16 1.38 -2.29
C -1.35 1.42 -1.23
C -0.17 0.63 -0.98
P 0.91 0.74 0.53
S 2.61 1.57 0.00
H -1.62 -5.46 -1.56
H -1.69 -3.76 -0.80
H -3.14 -4.77 -0.96
H -3.60 -4.19 -3.09
H -2.64 -2.72 -2.81
H -1.72 -3.44 -4.84
H -2.08 -5.16 -4.59
H 0.24 -5.13 -4.64
H 0.03 -5.18 -2.87
H 1.75 -3.56 -4.07
H 0.38 -2.47 -4.39
H 0.16 -2.97 -1.51
H 1.88 -3.32 -1.83
H 1.97 -1.00 -1.20
H 2.00 -0.99 -2.99
H -0.64 -0.80 -4.08
H -2.98 2.00 -2.35
H -1.62 2.15 -0.43
H 0.35 1.54 1.57
H 1.24 -0.56 0.99
C 1.29 5.21 5.76
C 0.70 3.80 5.72
C 1.40 2.87 4.71
O 1.05 3.10 3.35
C 1.75 4.16 2.73
N -0.74 3.90 5.46
H 1.00 5.81 4.90
H 0.95 5.73 6.66
H 2.38 5.17 5.80
H 0.83 3.36 6.71
H 1.08 1.85 4.93
H 2.49 2.89 4.83
H 2.78 4.24 3.08
H 1.23 5.11 2.88
H 1.77 3.96 1.65
H -1.15 2.97 5.52
H -0.85 4.15 4.48
*
```

HOMO level, hartree: -0.414
Gap between HOMO and LUMO, eV: 5.995
Max |F|, eV/Å: 3.7
E_LUMO, Eh: -0.1934
Energy, eV: -42690.2438

These are the Löwdin partial charges, in e, on atoms 1 to 5:
1 C -0.117
2 C -0.243
3 C -0.206
4 C -0.201
5 C -0.191

# 8
Formula: C3H5NO2P
Source: the OMol25 dataset
Level of theory: ωB97M-V/def2-TZVPD

Geometry as ORCA input:
```
! wB97M-V def2-TZVPD RIJCOSX def2/J DEFGRID3
* xyz -1 1
C 1.14 0.46 -1.72
C 0.07 0.68 -2.78
C -1.42 0.15 0.77
N 2.24 0.96 -1.52
O 0.24 1.14 -3.89
O -0.98 0.28 -2.20
P -0.15 -0.30 -0.34
H -1.18 1.02 1.26
H -2.32 0.41 0.31
H 2.79 0.77 -0.69
H -0.31 -1.57 -0.85
H 0.98 -0.80 0.39
*
```

HOMO level, hartree: -0.125
Gap between HOMO and LUMO, eV: 7.655
Max |F|, eV/Å: 3.5
Energy relative to the best compared isomer or geometry (same formula, charge and spin), kJ/mol: 375.00
E_LUMO, Eh: 0.1568
Energy, eV: -18064.2468

These are the Löwdin partial charges, in e, on atoms 1 to 5:
1 C -0.368
2 C -0.724
3 C -0.371
4 N 0.102
5 O 0.009

> What is the formula in the sixth record?

C5H7N3O2

> Among the records above, which one has the lowest max |F|?

C6H9N